[1]
A cluster of 5 separate species, C2H12O5 in total, computed with ωB97M-V/def2-TZVPD.

Positions of all 19 atoms, in Å:
C  0.9698  -0.6930  2.2409
C  1.2405  0.5412  1.8746
O  2.3857  1.1859  1.4960
H  -0.0436  -1.0397  2.2957
H  1.6143  -1.5384  2.4597
H  0.4881  1.3074  1.6909
H  3.0762  0.5519  1.4352
O  -1.7514  -0.4980  0.9739
H  -2.3547  -0.9759  0.3847
H  -1.8884  -1.0079  1.7796
O  0.8832  0.1700  -3.0816
H  0.8424  0.9239  -2.4809
H  1.7722  -0.1678  -2.9175
O  -1.6453  -0.8512  -1.9208
H  -1.9466  -0.2708  -2.6181
H  -0.7184  -1.0750  -1.9728
O  -0.8708  1.5159  -0.6407
H  -1.5396  0.9627  -1.0558
H  -0.5134  0.9588  0.0569

Output
SMILES ... C=CO.O.O.O.O
DFT total energy ... -459.5477 Ha
Net charge ... 0

[2]
A cluster of 5 separate species, C2H12O5 in total, computed with ωB97M-V/def2-TZVPD.

Positions of all 19 atoms, in Å:
C  -1.8846  -0.1903  0.9587
C  -1.0677  -1.3819  1.3255
O  -0.0863  -1.6486  0.6653
H  -2.4260  -0.3078  0.0028
H  -1.2746  0.6803  0.8953
H  -2.6714  0.1726  1.6019
H  -1.0089  -1.7300  2.3759
O  1.9841  1.9457  0.6714
H  2.6606  1.2586  0.7192
H  2.3355  2.4408  -0.0776
O  2.3881  -0.2913  -0.3870
H  2.7496  -1.1780  -0.5058
H  1.6214  -0.3003  0.2237
O  -2.1393  1.8275  -1.2410
H  -2.1257  2.5961  -0.6635
H  -1.3272  1.8835  -1.7572
O  0.4598  -1.9970  -1.9069
H  0.7154  -2.5051  -1.1168
H  1.0972  -1.2748  -1.7837

Output
SMILES ... CC=O.O.O.O.O
DFT total energy ... -459.5485 Ha
Net charge ... 0

[3]
A structure of composition C2H12O6, computed with ωB97M-V/def2-TZVPD.

Positions of all 20 atoms, in Å:
H  0.4655  -1.5494  -0.4419
O  1.2242  -2.4059  -0.9987
O  -0.4259  -0.9495  -0.0074
H  1.9257  -1.8975  -1.4592
H  1.6920  -2.8387  -0.2889
C  -0.3226  0.3496  0.2993
O  0.7481  0.9267  0.4425
C  -1.6542  1.0239  0.4428
H  -2.2342  1.2761  -0.4402
H  -2.2746  0.5137  1.1723
H  -1.3827  2.0328  0.8109
O  2.7939  -0.4634  -0.6177
H  3.3905  0.1768  -0.2133
H  1.9401  0.0133  -0.5596
O  -2.7385  -1.7280  1.3251
H  -1.8712  -1.7090  0.8569
H  -2.9697  -2.6626  1.1646
O  0.3471  3.4534  -0.7300
H  0.0545  2.8851  -0.0037
H  1.2919  3.5526  -0.7539

Output
DFT total energy ... -534.8456 Ha
Net charge ... 0